The following is a DFT calculation (ωB97M-V/def2-TZVPD) of a structure of composition C25H28F5O2SSn in a non-equilibrium geometry.

Summary:
**Net charge**: -1
**Highest occupied orbital energy (spin up / spin down)**: -3.06 / -2.84 eV
**Total energy**: -2231.4847 Eh
**Kohn-Sham gap (spin up / spin down)**: 4.87 / 4.40 eV
**Max |F|**: 2.77 eV Å⁻¹

Geometry (Å):
O: -0.57 1.45 -1.10
C: 0.50 1.38 -2.11
C: -0.11 2.48 -2.97
H: 0.48 0.38 -2.53
H: 1.48 1.65 -1.75
C: -1.28 2.36 -1.98
H: -0.27 2.15 -3.99
H: 0.45 3.42 -2.89
C: -2.53 1.67 -2.50
H: -2.27 0.80 -3.11
H: -3.12 2.38 -3.09
H: -3.17 1.34 -1.67
C: -1.60 3.64 -1.26
H: -0.66 4.16 -1.04
H: -2.17 3.48 -0.34
H: -2.20 4.25 -1.93
Sn: 1.80 -2.65 0.57
C: 1.11 1.72 2.83
C: 2.27 0.94 2.59
C: 2.73 1.22 1.27
H: 2.78 0.32 3.33
C: 1.85 2.19 0.71
C: 0.82 2.45 1.65
H: -0.03 3.09 1.47
H: 0.56 1.76 3.76
H: 3.59 0.75 0.77
H: 1.97 2.71 -0.24
C: -1.69 -0.16 3.46
C: -1.94 1.06 2.74
C: -2.00 0.74 1.36
H: -2.05 2.04 3.17
C: -1.76 -0.65 1.20
C: -1.70 -1.22 2.49
H: -1.73 -2.29 2.75
H: -1.58 -0.24 4.52
H: -2.15 1.44 0.55
H: -1.68 -1.18 0.24
O: 0.51 -0.86 -4.02
C: 0.10 -0.16 -5.24
C: 0.63 -0.88 -6.48
H: 0.57 0.85 -5.23
H: -1.00 -0.03 -5.24
C: 1.59 -1.95 -5.92
H: 1.14 -0.18 -7.14
H: -0.21 -1.35 -7.00
C: 1.42 -1.90 -4.39
H: 2.63 -1.72 -6.17
H: 1.32 -2.95 -6.28
H: 2.39 -1.66 -3.92
H: 1.01 -2.82 -3.98
F: -1.07 -3.62 7.65
C: -0.48 -3.26 6.49
C: 0.13 -2.01 6.38
F: 0.05 -1.11 7.39
C: 0.89 -1.71 5.26
F: 1.59 -0.55 5.21
C: 1.02 -2.62 4.19
S: 2.24 -2.36 2.96
C: 0.32 -3.84 4.30
F: 0.46 -4.74 3.28
C: -0.40 -4.18 5.43
F: -0.97 -5.41 5.55

=====

The following is a DFT calculation (ωB97M-V/def2-TZVPD) of a structure of composition C25H28F6N5O4PPdS2 in a non-equilibrium geometry.

Summary:
**Highest occupied orbital energy (spin up / spin down)**: -7.33 / -7.24 eV
**Total energy**: -3408.9336 Eh
**Kohn-Sham gap (spin up / spin down)**: 5.77 / 5.59 eV
**Multiplicity**: 3
**Max |F|**: 1.81 eV Å⁻¹

Geometry (Å):
Pd: 0.65 -0.38 -0.30
C: 1.61 2.44 4.49
C: 1.74 2.55 3.11
C: 1.22 1.58 2.28
C: 0.55 0.44 2.78
C: 0.45 0.35 4.17
C: 0.98 1.33 5.00
N: 0.04 -0.44 1.83
C: -0.84 -1.44 1.99
C: -1.28 -2.04 3.20
C: -2.33 -2.92 3.23
C: -3.01 -3.30 2.06
C: -2.58 -2.83 0.86
C: -1.48 -1.95 0.80
N: -0.93 -1.58 -0.38
N: -1.48 -1.83 -1.50
C: -0.73 -1.57 -2.62
C: -1.16 -2.08 -3.85
C: -0.40 -1.85 -4.98
C: 0.78 -1.12 -4.87
C: 1.12 -0.61 -3.64
N: 0.38 -0.80 -2.55
H: 2.02 3.20 5.15
H: 2.25 3.40 2.68
H: 1.35 1.68 1.21
H: -0.03 -0.49 4.64
H: 0.89 1.20 6.07
H: -0.76 -1.84 4.13
H: -2.62 -3.34 4.19
H: -3.85 -3.98 2.12
H: -3.02 -3.15 -0.07
H: -2.08 -2.66 -3.88
H: -0.71 -2.25 -5.94
H: 1.41 -0.93 -5.73
H: 2.02 -0.02 -3.50
C: 0.65 3.72 -0.85
C: -0.61 3.23 -0.14
P: -1.06 1.52 -0.64
C: -1.54 1.69 -2.41
C: -2.63 2.70 -2.73
C: -2.65 1.18 0.24
C: -3.45 2.39 0.73
H: 0.98 4.66 -0.42
H: 0.46 3.88 -1.91
H: 1.46 3.00 -0.76
H: -1.46 3.89 -0.35
H: -0.46 3.21 0.94
H: -1.86 0.70 -2.73
H: -0.62 1.92 -2.95
H: -3.56 2.46 -2.20
H: -2.84 2.69 -3.80
H: -2.34 3.72 -2.46
H: -2.39 0.55 1.10
H: -3.25 0.56 -0.44
H: -2.88 2.96 1.46
H: -4.36 2.04 1.21
H: -3.73 3.05 -0.09
F: 3.13 -0.75 1.62
C: 4.10 -0.24 0.85
F: 4.25 1.05 1.17
F: 5.23 -0.85 1.13
S: 3.47 -0.30 -0.93
O: 2.55 0.83 -0.91
O: 4.59 -0.20 -1.80
N: 2.60 -1.60 -1.07
S: 3.30 -3.05 -1.00
O: 4.46 -3.03 -0.17
O: 3.36 -3.68 -2.28
C: 1.99 -4.00 -0.08
F: 0.91 -4.12 -0.87
F: 1.64 -3.34 1.03
F: 2.39 -5.21 0.27

=====

The following is a DFT calculation (ωB97M-V/def2-TZVPD) of the molecule C25H28FN3O4S in a non-equilibrium geometry.

Summary:
**Structure (SMILES)**: Cc1cccc(N2CCN(C(=O)CS(=O)(=O)Cc3nc(-c4ccccc4F)oc3C)C[C@H]2C)c1
**Highest occupied orbital energy**: -7.61 eV
**Total energy**: -1932.7525 Eh
**Kohn-Sham gap**: 8.16 eV
**Max |F|**: 1.30 eV Å⁻¹

Geometry (Å):
C: 4.16 6.11 -2.45
C: 4.47 5.14 -1.34
C: 5.31 5.51 -0.30
C: 5.60 4.60 0.70
C: 5.07 3.33 0.68
C: 4.21 2.93 -0.36
N: 3.71 1.64 -0.40
C: 3.34 0.92 0.79
C: 3.86 -0.52 0.70
N: 3.30 -1.14 -0.48
C: 2.39 -2.13 -0.56
O: 1.87 -2.46 -1.61
C: 1.97 -2.83 0.71
S: 0.33 -2.08 1.09
O: 0.01 -2.39 2.45
O: 0.40 -0.69 0.74
C: -0.80 -2.95 -0.06
C: -2.03 -2.16 -0.18
N: -3.10 -2.37 0.64
C: -3.98 -1.46 0.30
C: -5.29 -1.30 0.90
C: -5.65 -2.12 1.97
C: -6.89 -2.00 2.56
C: -7.79 -1.06 2.10
C: -7.46 -0.23 1.04
C: -6.22 -0.36 0.45
F: -5.92 0.45 -0.58
O: -3.55 -0.67 -0.70
C: -2.31 -1.10 -1.01
C: -1.55 -0.45 -2.09
C: 3.65 -0.41 -1.69
C: 3.19 1.06 -1.62
C: 1.67 1.17 -1.75
C: 3.93 3.86 -1.36
H: 3.24 5.84 -2.96
H: 4.97 6.10 -3.18
H: 4.07 7.12 -2.06
H: 5.73 6.51 -0.27
H: 6.25 4.89 1.51
H: 5.34 2.64 1.46
H: 3.75 1.41 1.67
H: 2.25 0.88 0.90
H: 3.59 -1.06 1.60
H: 4.95 -0.52 0.59
H: 2.61 -2.72 1.57
H: 1.78 -3.88 0.51
H: -0.25 -3.02 -1.00
H: -0.99 -3.92 0.38
H: -4.92 -2.85 2.31
H: -7.15 -2.64 3.39
H: -8.76 -0.96 2.57
H: -8.14 0.51 0.67
H: -0.64 -1.01 -2.30
H: -1.27 0.56 -1.79
H: -2.16 -0.37 -2.99
H: 3.18 -0.91 -2.53
H: 4.74 -0.44 -1.80
H: 3.66 1.57 -2.46
H: 1.36 0.83 -2.73
H: 1.35 2.20 -1.61
H: 1.17 0.56 -1.00
H: 3.27 3.61 -2.17

=====

The following is a DFT calculation (ωB97M-V/def2-TZVPD) of a structure of composition C25H28FN5O2SZn.

Summary:
**Highest occupied orbital energy**: -6.01 eV
**Total energy**: -3670.9691 Eh
**Kohn-Sham gap**: 5.92 eV
**Max |F|**: 0.62 eV Å⁻¹

Geometry (Å):
Zn: 1.47 -0.83 0.46
N: 2.07 -0.37 2.55
C: 3.39 0.27 2.42
C: 4.30 -0.73 1.74
N: 3.76 -1.10 0.42
C: 4.42 -0.45 -0.73
C: 3.45 0.06 -1.83
N: 2.05 -0.30 -1.58
H: 1.36 0.31 2.82
H: 2.09 -1.10 3.26
H: 3.81 0.59 3.38
H: 3.27 1.16 1.79
H: 4.38 -1.63 2.35
H: 5.31 -0.31 1.65
H: 3.83 -2.10 0.31
H: 5.14 -1.13 -1.18
H: 4.98 0.40 -0.35
H: 3.77 -0.34 -2.79
H: 3.52 1.15 -1.89
H: 1.64 -0.88 -2.31
H: 1.47 0.53 -1.49
O: 0.34 3.16 1.78
S: 0.69 2.51 0.54
O: 2.07 2.62 0.09
N: 0.38 0.97 0.53
C: -0.92 0.39 0.53
C: -2.19 0.61 -0.14
C: -3.43 0.21 0.57
C: -3.46 -1.94 1.09
C: -2.26 -2.77 0.80
C: -2.04 -4.08 0.71
C: -0.70 -4.56 0.44
C: 0.31 -3.64 0.38
N: 0.17 -2.30 0.51
C: -1.18 -1.78 0.61
C: -0.34 3.26 -0.70
C: -1.27 4.21 -0.31
C: -2.10 4.79 -1.26
C: -2.00 4.41 -2.59
C: -1.06 3.46 -2.98
C: -0.23 2.89 -2.03
H: -2.24 1.26 -1.01
H: -4.20 0.97 0.74
H: -4.29 -2.44 1.59
H: -2.85 -4.80 0.86
H: -0.49 -5.61 0.34
H: 1.33 -3.99 0.24
H: -1.34 4.48 0.74
H: -2.83 5.53 -0.96
H: -2.64 4.86 -3.33
H: -0.97 3.17 -4.02
H: 0.50 2.15 -2.34
F: -5.35 -1.12 -0.22
C: -3.97 -1.09 -0.13
C: -2.90 -0.62 1.76
C: -1.36 -0.64 1.62
C: -1.40 -0.71 -0.53
C: -2.10 -1.19 -1.76
C: -3.39 -1.42 -1.49
H: -3.27 -0.37 2.75
H: -0.78 -0.69 2.54
H: -1.65 -1.44 -2.71
H: -4.06 -1.87 -2.21

=====

The following is a DFT calculation (ωB97M-V/def2-TZVPD) of a structure of composition C25H28MnN3O2SSb in a non-equilibrium geometry.

Summary:
**Net charge**: +2
**Highest occupied orbital energy (spin up / spin down)**: -14.46 / -14.52 eV
**Total energy**: -3072.9767 Eh
**Kohn-Sham gap (spin up / spin down)**: 6.42 / 7.20 eV
**Multiplicity**: 4
**Max |F|**: 1.60 eV Å⁻¹

Geometry (Å):
Mn: 0.49 -0.14 -0.07
O: 1.13 -1.52 0.88
N: 2.42 -1.55 1.17
N: 3.00 -0.52 0.76
O: 2.28 0.41 0.15
C: 4.40 -0.32 0.94
C: 4.96 0.89 0.54
C: 6.31 1.10 0.74
C: 7.08 0.11 1.33
C: 6.51 -1.10 1.72
C: 5.17 -1.32 1.52
H: 4.34 1.65 0.08
H: 6.75 2.04 0.43
H: 8.14 0.29 1.49
H: 7.13 -1.86 2.17
H: 4.71 -2.26 1.81
S: -0.84 2.64 -3.20
C: -0.86 3.55 -1.70
C: -1.21 4.88 -1.50
C: -1.16 5.37 -0.20
C: -0.76 4.55 0.86
C: -0.41 3.24 0.65
C: -0.47 2.73 -0.64
N: -0.17 1.44 -1.04
C: -0.32 1.26 -2.35
C: -0.06 -0.08 -2.84
C: -0.09 -0.48 -4.17
C: 0.18 -1.81 -4.48
C: 0.47 -2.72 -3.47
C: 0.50 -2.32 -2.13
C: 0.24 -1.00 -1.82
H: -1.51 5.51 -2.32
H: -1.43 6.40 -0.02
H: -0.73 4.97 1.86
H: -0.07 2.60 1.47
H: -0.32 0.24 -4.94
H: 0.18 -2.13 -5.51
H: 0.68 -3.75 -3.72
H: 0.72 -3.06 -1.37
C: -3.65 0.05 3.26
C: -2.17 -0.09 2.93
Sb: -1.84 -0.81 0.91
C: -3.65 -0.32 -0.17
C: -3.54 -0.68 -1.65
C: -1.87 -2.95 1.19
C: -3.18 -3.48 1.75
H: -3.75 0.28 4.32
H: -4.20 -0.87 3.07
H: -4.12 0.85 2.70
H: -1.67 -0.82 3.57
H: -1.66 0.87 3.04
H: -3.84 0.74 -0.02
H: -4.44 -0.89 0.32
H: -2.76 -0.11 -2.15
H: -4.48 -0.47 -2.15
H: -3.32 -1.74 -1.79
H: -1.04 -3.15 1.86
H: -1.65 -3.39 0.22
H: -3.37 -3.12 2.76
H: -3.12 -4.57 1.81
H: -4.04 -3.24 1.12

=====

The following is a DFT calculation (ωB97M-V/def2-TZVPD) of the molecule C25H28N2O3S in a non-equilibrium geometry.

Summary:
**Structure (SMILES)**: CCCC1=Nc2cc(C(=O)N3CCC(C(=O)OCC)CC3)ccc2Sc2ccccc21
**Highest occupied orbital energy**: -8.31 eV
**Total energy**: -1702.9140 Eh
**Kohn-Sham gap**: 8.73 eV
**Max |F|**: 1.01 eV Å⁻¹

Geometry (Å):
C: 4.39 2.60 -0.72
C: 5.28 2.44 0.51
C: 5.45 0.97 0.92
C: 4.21 0.42 1.56
N: 3.20 0.23 0.83
C: 1.98 -0.29 1.19
C: 0.83 0.34 0.74
C: -0.42 -0.21 0.95
C: -1.65 0.54 0.53
O: -2.10 1.45 1.21
N: -2.21 0.15 -0.64
C: -1.76 -0.93 -1.47
C: -2.80 -2.05 -1.51
C: -4.17 -1.52 -1.93
C: -4.18 -1.13 -3.40
O: -3.26 -1.25 -4.16
O: -5.37 -0.66 -3.76
C: -5.52 -0.27 -5.12
C: -6.90 0.35 -5.30
C: -4.56 -0.32 -1.05
C: -3.46 0.74 -1.07
C: -0.54 -1.42 1.62
C: 0.59 -2.06 2.09
C: 1.84 -1.50 1.88
S: 3.28 -2.36 2.50
C: 3.85 -1.04 3.56
C: 3.91 -1.27 4.93
C: 4.38 -0.28 5.77
C: 4.77 0.94 5.25
C: 4.72 1.17 3.89
C: 4.26 0.18 3.02
H: 4.23 3.65 -0.94
H: 4.86 2.13 -1.59
H: 3.43 2.11 -0.55
H: 4.85 3.01 1.34
H: 6.27 2.86 0.30
H: 5.67 0.39 0.03
H: 6.29 0.88 1.61
H: 0.92 1.29 0.22
H: -0.80 -1.31 -1.10
H: -1.61 -0.55 -2.49
H: -2.47 -2.82 -2.21
H: -2.88 -2.50 -0.51
H: -4.92 -2.30 -1.81
H: -4.73 0.44 -5.38
H: -5.40 -1.15 -5.76
H: -7.04 0.64 -6.33
H: -7.67 -0.37 -5.03
H: -7.00 1.22 -4.66
H: -5.50 0.11 -1.41
H: -4.71 -0.66 -0.02
H: -3.70 1.56 -0.39
H: -3.33 1.13 -2.09
H: -1.52 -1.85 1.79
H: 0.52 -3.00 2.61
H: 3.61 -2.23 5.31
H: 4.43 -0.46 6.84
H: 5.13 1.72 5.91
H: 5.04 2.12 3.49

=====

The following is a DFT calculation (ωB97M-V/def2-TZVPD) of a structure of composition C25H28N5O2S3SiW in a non-equilibrium geometry.

Summary:
**Net charge**: +1
**Highest occupied orbital energy (spin up / spin down)**: -10.53 / -11.19 eV
**Total energy**: -2944.6913 Eh
**Kohn-Sham gap (spin up / spin down)**: 6.29 / 7.07 eV
**Multiplicity**: 3
**Max |F|**: 2.31 eV Å⁻¹

Geometry (Å):
W: 15.31 12.74 6.48
C: 7.49 15.19 4.02
C: 8.65 15.18 4.99
C: 9.87 14.71 4.55
C: 11.03 14.96 5.28
C: 10.96 15.47 6.54
C: 9.72 15.89 7.05
C: 8.57 15.74 6.27
S: 12.46 15.44 7.49
O: 11.97 15.51 8.87
O: 13.36 16.44 6.97
N: 13.26 13.94 7.24
C: 12.71 12.76 7.61
C: 11.42 12.36 8.05
C: 11.08 11.00 8.05
C: 12.10 10.06 7.88
C: 13.42 10.49 7.74
N: 13.71 11.80 7.51
H: 7.66 14.46 3.21
H: 7.39 16.17 3.53
H: 6.52 14.93 4.44
H: 9.94 14.16 3.64
H: 11.97 14.69 4.81
H: 9.69 16.30 8.07
H: 7.62 16.01 6.69
H: 10.70 13.14 8.24
H: 10.07 10.66 8.21
H: 11.86 9.00 7.80
H: 14.28 9.82 7.76
C: 19.96 7.48 7.83
Si: 18.69 8.19 6.65
C: 17.02 7.34 6.72
C: 19.31 8.24 4.83
C: 18.46 10.04 7.11
C: 19.43 10.68 7.90
C: 19.15 11.87 8.57
C: 17.93 12.50 8.35
N: 17.09 12.02 7.41
C: 17.34 10.79 6.77
S: 16.10 10.60 5.54
H: 19.92 6.38 7.76
H: 19.73 7.81 8.88
H: 20.97 7.83 7.60
H: 17.13 6.26 6.88
H: 16.46 7.48 5.77
H: 16.37 7.68 7.56
H: 19.62 7.28 4.45
H: 20.15 8.93 4.73
H: 18.50 8.62 4.16
H: 20.45 10.30 7.91
H: 19.89 12.33 9.20
H: 17.68 13.49 8.78
C: 17.18 18.57 5.31
C: 16.56 17.25 5.80
C: 16.66 16.92 7.18
C: 16.41 15.65 7.56
N: 16.02 14.74 6.60
C: 15.77 15.18 5.33
S: 15.03 13.76 4.41
N: 16.06 16.38 4.89
H: 17.68 19.08 6.15
H: 16.39 19.23 4.95
H: 17.86 18.40 4.47
H: 16.90 17.68 7.93
H: 16.37 15.27 8.58

=====

Q: Look up the total energy of the fourth one.
A: -3670.9691 Eh